Record 1
14
Properties=species:S:1:pos:R:3:forces:R:3 method="wB97M-V/def2-TZVPD" smiles="CSC(=O)C(=S)SC" multiplicity=1 fmax_ev_per_a=3.8 orbital_gap_ev=7.841 relative_energy_kj_mol=77.2
S -0.38351 1.19941 -1.35436 0.51 1.62 0.05
S -1.70060 -1.38742 -0.87897 0.22 -0.31 0.17
S 0.60858 -1.72485 1.37582 0.75 -2.18 1.85
O 1.15390 0.65989 0.68026 0.20 -0.53 -0.10
C -0.53074 -0.29052 -0.59594 -0.89 -0.62 -0.48
C 1.72267 -0.97338 2.54512 3.10 0.99 1.81
C 0.53173 -0.37241 0.46711 -0.47 3.43 -1.45
C -1.70067 1.25886 -2.53915 -1.02 1.26 -0.04
H 1.34780 -0.02778 3.00841 -0.25 -0.90 -0.58
H -1.40665 0.50022 -3.26468 -0.81 0.14 -0.33
H 2.81402 -0.63098 2.22158 -2.42 -1.02 -0.17
H -1.65963 2.32956 -2.96543 0.09 -1.78 0.46
H -2.73604 1.13114 -2.07739 1.48 -0.20 -0.67
H 1.93914 -1.67173 3.37764 -0.47 0.10 -0.52

=====

Record 2
55
Properties=species:S:1:pos:R:3:forces:R:3 method="wB97M-V/def2-TZVPD" charge=+4 multiplicity=6 fmax_ev_per_a=4.0 orbital_gap_ev="7.554 / 5.651" relative_energy_kj_mol=0.0
Ru 0.27107 -0.96863 1.55480 0.08 0.07 0.65
S 0.62661 -3.29294 2.00905 0.58 -0.45 -0.22
N -0.29002 0.90892 1.63930 -0.03 -0.24 -1.28
N 1.28113 0.52865 -0.75892 -1.05 -1.16 -0.03
N -0.51582 1.60419 0.47318 -1.07 1.39 1.92
N -1.21803 2.35677 -2.77817 0.42 -0.51 1.22
N -1.37330 -1.18790 -0.17912 0.66 0.28 1.20
N -1.27416 -0.13326 -1.10563 0.58 -0.54 -1.96
N 1.64579 -0.27864 0.33918 0.95 0.72 -1.85
N -0.28555 2.19011 -1.87851 0.55 1.00 -0.82
C -2.84262 -1.50610 -1.82912 0.84 0.47 0.11
C 2.28073 0.55415 -1.65605 -0.29 -0.19 0.13
C -1.28165 2.82688 2.26694 -0.01 -1.12 0.04
C 3.60518 -1.44395 1.19491 1.71 -0.46 -3.63
C 1.21861 -4.16855 0.50752 -1.29 0.38 0.08
C 2.96583 -0.59452 0.11866 -0.41 -0.05 1.54
C 0.08653 4.27197 -2.76876 -0.32 -0.48 0.60
C -2.31161 -1.98156 -0.57281 -0.66 -1.64 0.59
C 1.83392 -3.75932 3.34304 0.04 -0.06 -0.81
C -2.04906 -0.38573 -2.14577 -0.12 1.63 0.22
C -0.63464 0.95199 4.03844 1.36 0.04 -0.06
C 0.56052 3.40320 -1.84360 -0.13 -0.28 -0.62
C -0.72887 1.59812 2.69698 -0.44 0.63 0.42
C -1.08376 3.64946 -3.26166 -1.98 0.65 -1.43
C 3.36647 -0.09208 -1.11207 -0.75 -0.40 0.91
C -2.77024 -3.25174 0.05700 -0.81 -0.17 1.25
C -1.17292 2.74255 0.87765 0.22 -0.06 0.65
C -2.19524 4.22266 -4.09802 -0.15 0.00 0.61
B -0.15297 0.98412 -0.87813 -0.80 1.54 0.32
H 3.15515 -2.38338 0.96985 -0.37 -0.99 0.49
H 2.87658 -3.59754 3.01978 -0.61 -0.33 0.04
H -3.66240 -1.86346 -2.37032 -1.09 -0.66 -0.75
H 3.50069 -1.16197 2.18984 -0.36 0.82 1.62
H -0.14787 -0.07535 3.97068 -0.62 0.75 0.02
H 4.28627 -0.25812 -1.56525 1.51 -0.08 -0.65
H -1.64338 0.87892 4.44248 0.25 -0.04 0.50
H 0.75437 -3.66951 -0.35017 -0.06 -0.12 0.17
H 0.09328 1.54186 4.66199 -1.04 -0.49 -0.19
H 1.59596 -4.74867 3.72900 0.13 -0.35 -0.65
H 2.25858 -3.95430 0.47216 0.91 -0.55 -0.14
H -2.15316 0.32358 -2.97313 0.20 -0.44 0.28
H 0.38504 5.27115 -3.04966 0.32 -0.06 0.21
H -2.93031 3.48399 -4.49485 0.61 0.47 0.69
H -2.73015 5.09786 -3.57797 0.63 -1.24 -0.27
H -3.87992 -3.28660 0.24358 0.79 0.36 -0.64
H 0.91419 -5.22073 0.51755 0.40 0.22 0.20
H 1.59619 -3.14482 4.16574 -0.19 1.15 0.92
H 1.44998 3.49415 -1.23649 -0.15 -0.24 0.26
H -1.59295 3.49046 0.24508 0.09 0.15 -0.84
H -2.54678 -4.13038 -0.54653 0.00 0.08 -0.47
H -1.78001 4.75080 -4.94734 0.43 0.20 -0.42
H 2.14687 0.95822 -2.66518 0.12 0.09 0.57
H -2.38212 -3.48226 1.05602 0.39 0.48 -0.23
H -1.80049 3.59543 2.88982 0.69 -0.76 -0.79
H 4.67447 -1.65821 0.95297 -0.67 0.59 0.34

=====

Record 3
46
Properties=species:S:1:pos:R:3:forces:R:3 method="wB97M-V/def2-TZVPD" smiles="CC(C)NS(=O)(=O)c1ccc(NC(=S)NC(=O)c2cccc([N+](=O)[O-])c2)cc1" multiplicity=1 fmax_ev_per_a=1.3 orbital_gap_ev=8.091 relative_energy_kj_mol=169.2
S 5.57310 -2.19402 1.84379 0.18 -0.12 0.15
S -1.08024 0.73500 -1.71452 0.28 -0.24 -0.21
O -1.38343 1.23010 -0.39755 -0.26 -0.11 -0.17
O 3.71733 1.31385 0.83760 0.06 0.12 0.16
O -2.87119 0.34491 2.26728 -0.39 0.16 0.04
O -1.08874 1.66430 -2.80903 0.14 -0.20 -0.10
O -1.56741 -1.20377 1.56459 -0.04 -0.41 -0.13
N 3.37467 -0.70560 1.82452 -0.04 -0.11 0.02
N -1.77586 -0.09151 2.00545 -0.26 -0.32 0.12
N -2.06265 -0.57247 -2.00784 0.71 0.51 0.17
N 4.25029 -1.26686 -0.24026 0.04 0.12 -0.04
C 1.65682 0.62339 -2.06754 -0.11 0.11 -0.20
C 4.37579 -1.36337 1.10477 0.37 -0.17 0.08
C 2.91622 0.17263 -1.70717 -0.03 -0.22 0.14
C -4.40026 0.16634 -2.25094 0.21 0.00 0.22
C 1.54618 2.43026 2.35737 0.08 -0.13 -0.02
C 0.63506 0.22696 2.04747 -0.17 -0.01 0.10
C 3.04147 0.61219 1.55207 0.00 0.13 0.01
C -0.82333 2.09901 2.52439 -0.14 -0.34 -0.05
C 1.88691 -1.61172 -0.44713 0.01 0.08 -0.27
C 0.63441 -1.16310 -0.81655 0.11 -0.18 0.05
C 0.53253 -0.02071 -1.58648 -0.46 0.13 -0.09
C 3.02677 -0.90745 -0.83789 -0.52 0.05 -0.34
C -3.80620 -2.02651 -1.12897 0.20 0.33 0.05
C -0.63372 0.75713 2.22506 0.99 0.78 0.33
C 0.28071 2.92817 2.61523 0.10 -0.06 -0.01
C 1.73224 1.07638 2.08081 -0.38 0.22 0.04
C -3.38624 -0.58454 -1.39341 -0.51 0.00 0.36
H 1.99600 -2.48548 0.17847 0.01 -0.07 0.05
H -0.26421 -1.65648 -0.48233 -0.02 -0.12 0.06
H 0.73978 -0.82311 1.82655 0.01 0.02 -0.04
H -4.55467 -0.35140 -3.19685 -0.05 -0.04 -0.12
H 2.40616 3.08256 2.34966 0.07 0.07 -0.02
H 3.12515 -1.09690 2.72189 0.12 0.04 -0.09
H -2.09220 -0.76955 -2.99746 0.13 -0.01 -0.25
H -3.08026 -2.51043 -0.48204 0.04 -0.08 0.07
H -3.26416 -0.06156 -0.44230 -0.15 -0.13 -0.02
H -4.77443 -2.04030 -0.63701 -0.13 -0.06 0.03
H -3.87569 -2.58106 -2.06219 -0.05 -0.10 -0.13
H -1.82749 2.47387 2.64498 -0.04 0.03 0.00
H 1.52971 1.49733 -2.68623 0.07 0.13 -0.08
H 0.15000 3.97470 2.84174 -0.03 0.08 0.01
H -4.03629 1.17108 -2.45565 -0.06 0.10 -0.06
H 5.07253 -1.42595 -0.80365 -0.07 -0.10 0.18
H -5.35282 0.23709 -1.73290 -0.13 0.00 0.00
H 3.80167 0.69663 -2.02981 0.09 0.11 0.02

=====

Record 4
9
Properties=species:S:1:pos:R:3:forces:R:3 method="wB97M-V/def2-TZVPD" multiplicity=1 fmax_ev_per_a=3.2 orbital_gap_ev="7.438 / 8.271" relative_energy_kj_mol=303.4
Br 1.41386 -0.84756 2.03299 0.84 -0.04 0.81
P -0.62487 -0.72016 1.30586 -0.95 -0.77 -0.67
P -0.83317 1.34121 0.85488 0.52 0.64 -0.44
C 0.82357 -0.02181 -1.71426 0.20 -0.47 1.72
H -1.96938 0.86123 0.20617 -0.78 0.22 -0.32
H 0.53431 -1.00153 -1.89299 -0.62 -1.44 -0.43
H 0.78425 0.73924 -2.37232 -0.43 2.09 -2.45
H -1.47983 -0.56407 2.42586 0.38 -0.23 0.50
H 1.35125 0.21346 -0.84620 0.85 0.00 1.27

=====

Record 5
16
Properties=species:S:1:pos:R:3:forces:R:3 method="wB97M-V/def2-TZVPD" smiles=CC[C@]12C[C@H]1C2 multiplicity=1 fmax_ev_per_a=0.7 orbital_gap_ev=10.084 relative_energy_kj_mol=187.9
C 0.15988 0.44071 -1.39717 -0.35 0.57 -0.31
C 1.57529 0.36534 -0.94663 0.50 -0.04 -0.13
C 0.50655 -0.33789 -0.18799 -0.03 -0.08 0.49
C -1.23337 0.43383 1.42689 -0.14 0.02 0.06
C -0.23283 -0.98983 -1.30158 -0.07 -0.44 -0.24
C 0.12609 -0.24898 1.26693 0.04 0.05 -0.12
H 1.95086 1.26158 -0.44382 0.01 -0.18 -0.19
H 2.32983 -0.16320 -1.53603 -0.14 -0.05 0.09
H 0.10887 -1.25630 1.70333 0.04 0.18 -0.09
H 0.90717 0.29632 1.80865 -0.13 0.03 -0.15
H 0.22731 -1.74730 -1.94302 0.04 0.12 0.12
H -2.05388 -0.28906 1.37889 0.07 0.13 -0.02
H -1.35900 1.14454 0.60046 -0.12 -0.01 0.34
H -0.44677 1.30909 -1.64162 0.12 -0.23 0.39
H -1.28952 -1.17458 -1.08493 0.21 0.01 -0.15
H -1.31267 0.97076 2.37573 -0.05 -0.08 -0.10

=====

Record 6
51
Properties=species:S:1:pos:R:3:forces:R:3 method="wB97M-V/def2-TZVPD" charge=-1 multiplicity=1 fmax_ev_per_a=1.5 orbital_gap_ev=7.489
In 0.17400 -1.24629 -3.20662 0.05 -0.11 -0.35
Cl -2.33361 -2.17216 -1.08347 0.14 0.14 -0.09
Cl -3.19141 0.71288 -0.20558 -0.04 0.05 0.04
O 5.10315 1.88264 -2.95511 -0.28 -1.46 0.31
O -1.21421 2.68246 3.39488 -0.02 0.09 0.16
O -6.18557 0.00594 4.93429 -0.07 0.05 -0.22
N 4.14233 0.22978 -1.65053 0.28 -0.40 -0.42
N 0.67518 -3.30427 -2.89159 0.01 0.40 0.03
C 5.05715 -0.47918 -0.73242 0.03 0.57 0.12
C -5.70656 -0.89089 3.93065 0.03 -0.13 0.22
C -1.85922 0.43923 -1.34153 0.13 -0.37 -0.15
C -3.46270 2.01325 4.05940 0.04 -0.03 -0.02
C 2.00337 -0.01510 -2.96110 0.16 -0.15 0.26
C 6.49128 0.02392 -0.72582 -0.06 -0.28 0.43
C -1.23012 1.70196 -1.85866 -0.17 -0.16 0.48
C -1.46537 -0.76877 -1.73633 -0.20 0.00 0.34
C 4.82242 0.69863 -2.81826 0.44 1.43 -0.27
C 5.23148 -0.30028 -3.88209 -0.40 0.11 -0.01
C -2.46372 3.14301 3.89986 0.03 -0.16 -0.24
C -6.49125 -2.18965 3.91392 -0.06 0.04 0.04
C 3.00838 -0.65939 -2.02063 -0.39 0.41 -0.01
H -1.55812 1.89554 -2.87235 0.07 0.14 -0.27
H -5.80438 -0.37862 2.97580 0.00 0.11 0.03
H -3.65713 1.53866 3.09481 -0.05 0.04 -0.02
H -1.50292 2.54091 -1.23173 -0.11 0.23 0.06
H -6.08854 -0.43127 5.78345 0.01 -0.02 0.09
H 4.67252 -0.31697 0.26986 -0.23 -0.15 0.22
H -3.06735 1.24506 4.72517 0.00 0.03 0.05
H 4.36228 -0.81743 -4.27348 -0.14 -0.14 0.00
H 5.89997 -1.05535 -3.48290 0.14 -0.14 0.18
H -4.40944 2.37298 4.46449 -0.02 -0.03 -0.02
H 2.49588 -0.88589 -1.09118 0.10 -0.18 0.33
H -0.15468 1.60154 -1.80506 0.26 0.02 -0.29
H -6.40643 -2.70489 4.87438 0.05 -0.03 -0.02
H -0.46468 -1.09664 -4.85794 -0.02 0.04 0.12
H -6.12544 -2.85697 3.13274 0.02 0.00 0.01
H -1.37476 2.27530 2.53763 0.01 -0.06 -0.06
H 5.05246 -1.55723 -0.90105 -0.05 -0.22 -0.26
H 6.55081 1.05366 -0.40041 -0.02 0.35 -0.20
H -2.25237 3.60741 4.86272 0.06 0.02 0.00
H -4.64353 -1.08934 4.09958 0.02 -0.01 -0.12
H 0.12960 -3.81572 -3.57557 -0.02 -0.14 -0.10
H 2.43275 0.07938 -3.95493 0.03 0.06 -0.29
H -2.86508 3.91438 3.23263 -0.06 0.04 0.08
H 3.36603 -1.60251 -2.43660 0.07 -0.26 0.03
H 7.00613 -0.11239 -1.66664 0.08 0.15 -0.31
H 0.27603 -3.58839 -2.00345 0.01 -0.09 0.14
H 1.83506 1.00241 -2.61518 -0.23 0.14 0.04
H -7.54922 -1.99135 3.73906 0.00 0.01 -0.04
H 7.03807 -0.56083 0.00982 0.11 -0.13 0.13
H 5.70157 0.22681 -4.69692 0.25 0.16 -0.16